{
  "formula": "C11H7N6S3W",
  "method": "ωB97M-V with the def2-TZVPD basis set",
  "largest_force_ev_per_a": 3.722,
  "energy_ha": -2012.28486,
  "e_homo_ha": [-0.716, -0.713],
  "total_charge": 3,
  "species": ["W", "S", "S", "S", "N", "N", "N", "N", "N", "N", "C", "C", "C", "C", "C", "C", "C", "C", "C", "C", "C", "H", "H", "H", "H", "H", "H", "H"],
  "coordinates": [[0.0832, -0.2037, -0.8038], [1.7912, 1.2337, -1.4821], [1.3787, -1.8913, -1.8137], [-1.6513, 0.8203, -1.9397], [1.9906, 3.9615, -3.8606], [0.0943, -3.1304, 0.1393], [-0.3714, -1.8744, 0.3847], [-0.4140, 0.4342, 1.1437], [1.8533, -4.2338, -0.8102], [-1.8574, 2.3136, -5.1657], [-0.8426, -0.4789, 2.1183], [-0.5535, 1.7534, -2.9808], [0.7103, 2.1209, -2.5747], [1.4363, 3.0497, -3.3917], [-0.3950, 2.1216, 2.8199], [1.0653, -3.1704, -0.7628], [-0.2387, 1.7241, 1.5175], [-0.9160, 1.1915, 3.7541], [-1.1215, -0.1211, 3.4332], [-1.1630, 2.1666, -4.2270], [-0.9190, -1.7915, 1.6256], [-1.3845, -0.9106, 4.1190], [0.0079, 2.3717, 0.6954], [-1.3432, 1.6153, 4.7212], [2.4615, -4.4320, -1.5700], [-0.0569, 3.1078, 3.0236], [-1.1876, -2.6893, 2.1701], [1.5431, -5.0587, -0.2829]],
  "forces_ev_per_a": [[-0.005, 0.186, 0.394], [-1.580, -0.171, 0.947], [-0.088, 2.362, -1.058], [1.041, -0.745, 0.250], [-0.672, -1.341, 0.442], [0.572, -0.025, -0.503], [0.130, -1.577, 1.418], [-0.193, -0.420, 0.541], [-1.229, -0.546, 0.565], [1.801, -0.211, 2.105], [-0.135, 1.218, -0.008], [-0.048, 0.647, -0.119], [0.248, 0.046, -1.946], [0.579, 1.226, -0.105], [-0.225, -1.277, 0.202], [-1.158, -2.031, 1.817], [0.018, -0.679, -0.516], [-0.892, 3.257, 1.563], [0.566, -1.117, -1.702], [-1.455, -0.048, -1.039], [1.157, 0.134, -2.623], [-0.391, 0.164, 0.306], [0.227, 0.522, 0.204], [1.156, -0.755, -1.011], [0.616, 0.029, -0.733], [-0.333, 0.802, 0.693], [-0.004, -0.060, -0.044], [0.300, 0.411, -0.039]],
  "lowdin_charge": [1.11, 0.83, 0.83, 0.84, 0.31, 0.03, -0.18, -0.10, 0.19, 0.31, -0.20, -0.59, -0.60, -0.21, 0.07, -0.78, -0.06, 0.08, 0.09, -0.17, 0.10, 0.16, 0.11, 0.19, 0.13, 0.14, 0.18, 0.17]
}

{
  "formula": "C11H8BeNO5",
  "method": "ωB97M-V with the def2-TZVPD basis set",
  "relative_energy_kj_mol": 149.6,
  "largest_force_ev_per_a": 6.102,
  "energy_ha": -869.35081,
  "e_homo_ha": [-0.446, -0.446],
  "total_charge": 1,
  "species": ["O", "O", "O", "O", "O", "N", "C", "C", "C", "C", "C", "C", "C", "C", "C", "C", "C", "Be", "H", "H", "H", "H", "H", "H", "H", "H"],
  "coordinates": [[1.7945, -3.4764, -0.3085], [-0.9264, -3.4215, -1.9453], [-1.1787, -2.2267, 1.0869], [1.7205, -2.2742, 2.6698], [3.7293, -1.4971, -1.3735], [0.2009, 0.1538, -0.7579], [-1.5279, 3.9077, 0.3303], [0.7302, -2.9090, 2.3668], [0.4324, 2.3132, 0.2297], [-0.0208, -2.6202, 1.0619], [-0.1771, -2.6222, -1.5075], [-0.9198, 2.5759, 0.0020], [0.7931, -2.7422, -0.1754], [0.9776, 1.1046, -0.1675], [-1.7070, 1.5744, -0.5706], [-1.1300, 0.3768, -0.9462], [2.5846, -1.3830, -1.3945], [0.8471, -1.1947, -1.3309], [-2.3374, 3.7926, 1.0637], [-1.7195, -0.4169, -1.4154], [0.2244, -3.6394, 3.0051], [-1.9624, 4.3806, -0.5620], [1.0812, 3.0580, 0.6865], [-2.7727, 1.7145, -0.7543], [2.0406, 0.8849, -0.0384], [-0.7766, 4.5866, 0.7449]],
  "forces_ev_per_a": [[-2.373, 1.536, 0.509], [1.521, 0.480, 2.425], [1.615, -0.531, -0.638], [-1.152, -0.824, -0.612], [-4.179, 0.506, -0.030], [-0.169, 0.608, 0.200], [0.078, 0.191, 0.189], [0.581, 0.986, 0.412], [0.417, -0.253, -0.124], [-0.730, 0.076, 2.035], [-0.685, 2.387, -5.574], [-0.266, 0.251, -0.048], [2.162, -3.461, 2.037], [-0.803, 0.153, -0.072], [0.010, -0.507, -0.195], [0.208, 0.433, 0.235], [4.637, -0.391, -0.569], [-1.225, -1.382, -0.669], [0.181, -0.004, -0.169], [0.385, 0.294, 0.190], [0.139, -0.174, 0.357], [0.130, -0.230, 0.185], [-0.195, -0.141, -0.101], [0.321, 0.068, 0.091], [-0.412, 0.032, -0.005], [-0.195, -0.104, -0.059]],
  "lowdin_charge": [0.15, 0.21, 0.16, 0.11, 0.26, -0.02, -0.02, -0.12, 0.02, -0.26, -0.14, -0.22, -0.32, -0.03, 0.02, -0.04, 0.14, 0.13, 0.10, 0.13, 0.14, 0.11, 0.13, 0.14, 0.13, 0.09]
}

{
  "formula": "C11H8BeNO5",
  "method": "ωB97M-V with the def2-TZVPD basis set",
  "relative_energy_kj_mol": 151.7,
  "largest_force_ev_per_a": 6.281,
  "energy_ha": -869.35002,
  "e_homo_ha": -0.428,
  "total_charge": 1,
  "species": ["O", "O", "O", "O", "O", "N", "C", "C", "C", "C", "C", "C", "C", "C", "C", "C", "C", "Be", "H", "H", "H", "H", "H", "H", "H", "H"],
  "coordinates": [[-1.0730, 0.4080, 2.7320], [1.2670, 2.7330, -0.5896], [-1.4930, -2.0648, 1.2979], [-3.1099, -0.0997, -0.6472], [0.4624, -0.6603, -2.7884], [2.0072, -0.3602, 0.5675], [0.2374, -0.2714, -1.7333], [3.9034, 0.5495, 1.7223], [-1.0259, -1.6028, 0.2926], [4.2059, -1.0195, -0.0599], [4.7606, -0.1578, 0.8811], [0.4945, 1.8893, -0.4413], [6.2559, 0.0607, 0.9882], [2.8124, -1.1212, -0.1649], [-1.9769, 0.0632, -0.4539], [2.5110, 0.4183, 1.5250], [-0.6746, 0.4126, 1.6549], [-0.2072, 0.2518, -0.0605], [-0.5962, -2.2485, -0.5411], [6.6811, -0.2361, 1.9620], [6.7720, -0.5146, 0.2127], [2.3496, -1.8031, -0.8719], [4.8611, -1.5856, -0.7009], [6.5268, 1.1200, 0.8401], [1.7916, 0.9844, 2.1343], [4.2988, 1.1858, 2.5121]],
  "forces_ev_per_a": [[1.305, -0.176, -3.390], [-3.347, -3.021, 0.405], [0.129, -0.064, -0.686], [2.390, -0.121, 0.498], [-0.642, 1.270, 3.396], [-1.314, 0.245, 0.132], [0.952, -1.974, -4.722], [-1.375, -0.207, -0.024], [0.638, -0.972, 0.297], [-0.709, -0.023, 0.138], [0.523, 0.443, 0.340], [4.378, 4.493, -0.304], [0.258, -0.108, -0.207], [1.245, 0.243, -0.097], [-2.005, 0.980, -0.630], [1.405, 0.382, 0.247], [-1.332, 0.749, 4.388], [-1.578, -1.164, 0.433], [-0.492, -0.335, 0.406], [-0.405, 0.038, -0.304], [-0.036, 0.095, 0.182], [0.077, 0.075, -0.004], [-0.051, -0.200, -0.129], [-0.286, -0.359, 0.056], [0.436, -0.207, -0.214], [-0.161, -0.081, -0.207]],
  "lowdin_charge": [0.26, 0.24, 0.05, 0.20, 0.26, 0.02, 0.05, 0.02, -0.25, 0.01, -0.24, 0.13, -0.03, -0.10, -0.08, -0.12, 0.04, -0.33, 0.10, 0.10, 0.08, 0.11, 0.12, 0.10, 0.11, 0.13]
}